ORCA calculation (ωB97M-V with the def2-TZVPD basis set) on a molecular structure, C13H19F12HgN3O9S4 at a distorted geometry.

The maximum force comes out at 6.77 eV Å⁻¹. The value obtained for the energy above the lowest of the compared OMol25 structures with the same formula, charge and spin is 4.209 eV. Its spin multiplicity is 1.

XYZ file:
```
61
Properties=species:S:1:pos:R:3:forces:R:3
Hg 0.84100 0.54516 -0.32568 -0.6 -0.1 -0.6
C 0.84966 -1.72887 3.41612 1.0 0.6 2.1
F -0.46341 -1.96819 3.33914 0.9 0.2 -0.7
F 1.05750 -0.51698 3.99100 -0.8 -0.6 -1.0
F 1.35972 -2.58217 4.31731 0.0 -0.2 -1.4
S 1.79353 -1.71706 1.66975 -0.8 -1.3 -1.6
O 2.88811 -2.65523 1.64540 -0.7 1.7 1.0
O 0.80864 -1.99539 0.64989 -1.1 0.2 0.3
N 2.04177 -0.05339 1.32807 1.0 -2.8 2.8
S 3.43586 0.31294 2.08264 2.9 0.6 3.9
O 3.81555 -0.54421 3.26745 -1.9 1.8 -3.4
O 4.46250 0.61981 1.15000 -0.1 0.1 -0.5
C 2.98547 1.95367 2.94101 -0.1 0.0 -1.2
F 2.23461 1.62331 4.02076 1.1 1.7 -1.3
F 4.11668 2.67457 3.25619 -2.6 -1.3 -0.4
F 2.21989 2.67353 1.97931 1.2 -0.9 2.3
C 3.77447 2.71146 -1.62135 2.0 0.5 -1.3
F 3.34382 2.95302 -0.36407 0.9 -1.0 -1.4
F 3.99430 3.90453 -2.21032 -0.7 -0.5 0.4
F 4.98115 2.06601 -1.73995 -2.3 0.6 1.2
S 2.38056 1.86119 -2.63079 -0.3 -0.2 0.3
O 1.24362 2.41934 -1.90609 -0.4 0.2 -0.2
O 2.51584 2.04483 -4.06270 -0.3 0.0 2.5
N 2.31026 0.24325 -2.02233 -0.2 2.6 -0.8
S 3.09659 -0.57536 -3.12180 0.5 -4.7 -4.9
O 2.26256 -1.10972 -4.29423 2.1 1.4 4.5
O 4.26779 0.15630 -3.50994 0.3 -0.1 0.2
C 3.83941 -2.12415 -2.12037 0.0 1.7 -0.3
F 4.67228 -1.77613 -1.12806 -0.7 0.3 -0.6
F 2.78017 -2.71196 -1.58073 0.2 -0.8 -0.3
F 4.55557 -2.86079 -2.97560 -1.1 0.1 0.5
C -1.67215 -0.41473 -2.60337 0.0 0.6 -1.1
C -2.59331 -0.30156 -1.43105 -0.7 -2.8 2.5
C -2.93651 -1.71117 -0.91832 -0.9 -1.9 -1.3
C -3.65173 -1.89030 0.39092 1.1 1.0 0.6
C -2.82811 -1.14180 1.41701 -0.6 -1.0 0.2
C -2.53350 0.31229 1.10771 -0.4 0.0 -0.1
N -1.86386 0.33350 -0.26200 -0.6 -1.3 0.1
O -1.32012 1.58455 -0.59886 -0.2 0.6 0.1
C -3.86801 1.12744 1.20449 0.2 -0.3 0.6
C -1.56036 0.86443 2.14778 -1.3 0.3 0.4
C -3.93781 0.24372 -1.87346 0.5 1.7 -0.3
H -2.25670 -0.79659 -3.44037 0.1 -0.4 0.0
H -0.78363 -1.03205 -2.47086 -0.1 -0.1 0.2
H -1.36198 0.55903 -2.98242 0.2 0.2 0.2
H -3.73835 -2.13679 -1.52164 0.5 0.2 -1.3
H -2.11299 -2.41005 -1.06486 0.3 0.1 0.5
H -3.68692 -2.93541 0.69850 0.0 -0.1 -0.3
H -4.68419 -1.54147 0.36970 0.0 0.1 -0.2
H -1.89015 -1.69490 1.46616 0.1 0.1 0.5
H -3.45447 -1.27423 2.29918 0.8 0.6 0.8
H -4.22679 1.38164 2.20187 1.4 0.4 0.8
H -3.75712 2.07672 0.68041 -0.7 -0.1 -0.3
H -4.76797 0.52633 1.07483 0.1 0.0 -1.7
H -2.09625 0.69442 3.08159 0.2 0.0 0.3
H -0.59571 0.37773 2.29163 0.1 0.2 -0.6
H -1.55714 1.94874 2.03655 0.8 0.0 0.1
H -3.48623 1.14353 -2.29120 -1.7 1.0 -0.6
H -4.74886 0.39900 -1.16200 0.7 0.4 0.4
H -4.45620 -0.35347 -2.62362 0.8 -0.1 -0.4
H -2.03837 2.21813 -0.66432 -0.2 0.7 -0.1
```
Forces are in eV/Å.

Results of the natural (NBO) charge analysis, in e, for atoms 1 through 5: number 1, Hg, carries 1.67; number 2, C, carries 0.80; number 3, F, carries -0.30; number 4, F, carries -0.32; number 5, F, carries -0.29

=====

ORCA calculation (ωB97M-V with the def2-TZVPD basis set) on a molecular structure, C29H52BBr22N2O9PS2 at a distorted geometry.

The maximum force comes out at 3.11 eV Å⁻¹. Its spin multiplicity is 1.

XYZ file:
```
118
Properties=species:S:1:pos:R:3:forces:R:3
C -6.71546 -3.35372 1.07992 -0.1 -0.5 0.1
C -5.80608 -4.17839 0.17593 0.2 0.8 0.4
C -5.05493 -3.31019 -0.80916 -0.7 1.2 -0.6
O -5.49849 -2.26214 -1.24763 0.7 -1.5 0.4
O -3.82881 -3.78813 -1.17871 0.0 0.3 0.3
C -2.82591 -3.47460 -0.14207 -0.7 -0.2 -0.7
C -1.79000 -2.57440 -0.80120 -0.1 -0.3 0.4
C -0.96431 -1.56623 0.00928 1.0 0.2 0.0
C 0.26833 -1.17208 -0.87126 -0.6 -0.1 -0.7
C 0.38223 0.29854 -1.20139 0.9 -0.2 -0.1
C 0.94084 1.17103 -0.09606 -0.4 1.0 -0.3
S 2.73449 0.95529 0.00962 -0.4 0.1 -0.1
C 3.27204 2.32464 0.92340 0.4 0.4 0.2
S 4.76953 2.30024 1.56005 0.2 1.6 -0.6
N 2.39027 3.41829 1.10217 -0.1 -0.4 0.2
C 2.69483 4.57003 0.23350 -0.7 -0.3 -0.4
C 1.47795 5.08404 -0.53606 -0.2 -0.1 0.2
C 2.22514 3.78148 2.50227 -0.2 1.2 0.6
C 0.91348 4.53707 2.70767 -0.1 -0.1 -0.5
O -1.62533 -0.34908 0.34796 -0.4 -0.3 0.1
C -3.00769 -0.20918 0.11504 -0.5 0.5 -0.2
C -3.34556 0.27907 -1.29282 0.0 0.7 0.0
C -3.12085 1.79101 -1.38533 0.2 -0.4 0.5
C -4.21028 2.63710 -0.77500 0.1 0.6 -0.2
Br -2.78496 2.31659 -3.23289 0.1 0.1 0.0
C -0.31322 -2.09312 1.32592 -0.4 0.5 0.8
C 0.40926 -3.40718 1.07081 0.3 -0.7 -0.1
O -0.30538 -4.48801 1.65307 -0.3 0.0 0.0
O 0.68553 -5.45360 2.02478 0.3 0.1 0.0
O 0.56637 -1.01220 1.67452 -0.1 -0.8 -0.1
C 1.42896 -1.16116 2.78558 0.9 0.6 0.1
B 2.21728 0.21510 2.97355 -0.4 -0.5 -0.4
O 1.45334 1.36321 3.01212 -0.9 -2.1 1.2
O 3.56166 0.29941 3.16689 0.0 0.0 -0.1
C 4.40094 -0.44148 2.28553 0.5 -1.6 0.7
P -1.64281 -2.22261 2.67670 -0.8 -0.3 0.0
N -1.57923 -0.62568 3.25110 0.0 0.0 -0.1
O -0.88746 -3.05387 3.89627 0.5 0.1 -0.2
H -6.13806 -2.77606 1.79399 0.1 0.3 0.0
H -7.32063 -4.04385 1.66234 -0.2 0.0 0.1
H -7.37549 -2.71658 0.50659 0.0 0.2 -0.1
H -6.40174 -4.90297 -0.36965 0.2 -0.3 -0.2
H -5.07221 -4.67439 0.80432 0.1 -0.5 -0.2
H -3.33987 -3.02089 0.69332 0.1 0.1 0.3
H -2.42762 -4.42930 0.17085 0.3 -0.1 0.2
H -2.30485 -2.06044 -1.60427 0.0 0.2 0.0
H -1.09489 -3.23282 -1.30856 0.2 -0.1 -0.1
H 0.19697 -1.68381 -1.82973 -0.1 -0.2 -0.1
H 1.18979 -1.52779 -0.42556 0.1 0.1 0.0
H -0.53461 0.71169 -1.60433 -0.3 0.0 0.1
H 1.08994 0.35260 -2.02833 0.1 0.1 -0.2
H 0.78622 2.20531 -0.37818 0.0 0.2 -0.1
H 0.46869 1.04480 0.87139 0.1 -0.2 -0.1
H 3.07211 5.38021 0.85277 0.5 0.1 0.0
H 3.43421 4.24967 -0.49361 0.3 0.1 0.1
H 1.76938 5.53989 -1.47604 0.1 0.2 -0.1
H 0.92294 5.80913 0.05052 -0.1 0.2 0.0
H 0.78970 4.27913 -0.76797 -0.1 -0.2 -0.1
H 3.05326 4.38891 2.87442 0.2 0.1 -0.1
H 2.17963 2.88791 3.11588 1.2 2.5 -1.4
H 0.16491 4.15735 2.01627 -0.1 -0.2 0.0
H 0.52389 4.39787 3.70966 0.1 0.2 0.2
H 1.01576 5.59633 2.48901 0.0 0.2 0.1
H -3.33331 0.57325 0.79889 0.0 0.0 0.3
H -3.61435 -1.07341 0.37167 0.2 -0.3 0.0
H -4.38601 0.05899 -1.51579 -0.1 -0.2 -0.2
H -2.69287 -0.17880 -2.02616 -0.1 -0.3 -0.1
H -2.19594 1.99642 -0.85274 0.3 0.2 -0.2
H -3.84187 3.65386 -0.66346 0.0 0.2 0.0
H -4.48238 2.29656 0.21929 -0.1 -0.2 0.1
H -5.09830 2.69420 -1.39684 -0.2 -0.2 -0.1
H 1.41036 -3.41909 1.48588 0.1 0.3 0.3
H 0.52610 -3.62472 0.00983 0.0 0.2 -0.2
H 0.14672 -6.25022 2.10644 -0.2 -0.1 0.0
H 2.15637 -1.96608 2.67772 -0.1 -0.3 -0.2
H 0.90257 -1.32775 3.72690 -0.3 -0.1 0.0
H 1.85271 1.95652 3.65764 -0.5 -1.0 0.4
H 4.91003 -1.22501 2.84317 0.0 -0.2 0.2
H 5.14999 0.21127 1.85472 -0.2 -0.3 0.1
H 3.84680 -0.91461 1.47919 -0.1 0.0 0.0
H -2.50365 -0.30445 3.48988 -0.1 0.2 0.0
H -1.12675 0.02102 2.61433 0.2 0.1 0.2
H -1.46882 -3.02599 4.65806 -0.1 -0.1 0.2
C 0.73380 1.63157 -5.59642 0.0 -0.1 0.1
Br 0.75105 -0.19763 -5.01294 -0.1 0.0 0.0
Br -0.93572 2.09467 -6.42413 0.0 0.0 -0.1
Br 1.15373 2.83933 -4.16194 0.0 -0.1 0.1
H 1.50969 1.73253 -6.33987 0.0 0.1 0.0
C 0.32490 -8.12148 4.78300 0.1 0.0 0.0
Br -0.38486 -8.89638 6.39121 0.0 0.0 0.0
Br 2.00590 -8.90924 4.28843 0.0 0.0 0.0
Br -0.94854 -8.21554 3.33826 -0.1 -0.1 0.0
H 0.50392 -7.07412 4.97821 0.0 0.0 0.0
C 4.52067 -1.33256 -3.40389 0.1 0.0 0.0
Br 3.80636 -2.13198 -5.00729 0.1 0.1 0.1
Br 4.27883 0.57858 -3.32053 -0.1 -0.2 -0.2
Br 3.84510 -2.21366 -1.83230 -0.1 0.0 0.0
H 5.58570 -1.50440 -3.42373 0.0 -0.1 0.0
C -6.25465 2.07573 -5.87889 0.1 0.0 0.1
Br -6.15351 0.94807 -4.32821 -0.1 -0.1 0.0
Br -4.74534 1.80727 -7.04369 0.0 0.0 0.0
Br -7.91941 1.85144 -6.81734 0.0 0.0 0.0
H -6.21544 3.09859 -5.53610 0.0 0.0 0.0
C 8.56630 -3.82288 -2.92924 0.0 -0.1 0.0
Br 8.32406 -1.91176 -2.93588 0.0 0.0 0.0
Br 6.99763 -4.74700 -2.30745 0.0 0.1 0.0
Br 9.13605 -4.46932 -4.64750 0.0 0.0 0.0
H 9.35935 -4.03372 -2.22802 0.0 0.0 0.0
C -0.01328 5.75869 7.09818 0.0 0.0 0.0
Br 0.42336 5.97967 8.95757 0.0 0.0 0.0
Br 0.92722 7.01895 5.99099 0.0 0.0 0.0
Br 0.28146 3.94973 6.51223 0.0 -0.1 0.1
H -1.06788 5.96095 6.98994 0.0 0.0 0.0
C 2.93625 5.40573 -6.83416 0.0 0.0 0.0
Br 3.01968 5.87664 -4.97254 0.1 0.1 0.0
Br 3.84076 6.70155 -7.92850 0.0 0.0 0.0
Br 3.62085 3.63287 -7.15237 0.0 0.0 0.0
H 1.89555 5.41021 -7.12292 0.0 0.0 0.0
```
Forces are in eV/Å.

Results of the Mulliken charge analysis, in e, for atoms 1 through 5: number 1, C, carries -1.20; number 2, C, carries -0.06; number 3, C, carries 0.58; number 4, O, carries -0.53; number 5, O, carries -0.48

=====

ORCA calculation (ωB97M-V with the def2-TZVPD basis set) on a gas-phase ion, C4H8NOS (charge -1) at a distorted geometry.

As for the charge: -1. The maximum force comes out at 4.34 eV Å⁻¹. The SMILES is O=CNCCC[S-]. The value obtained for the energy above the lowest of the compared OMol25 structures with the same formula, charge and spin is 1.562 eV. Its spin multiplicity is 1.

XYZ file:
```
15
Properties=species:S:1:pos:R:3:forces:R:3
O -2.75049 0.80490 2.13752 0.0 -0.5 0.8
C -2.25253 0.29082 1.17691 2.0 -0.6 -3.8
N -0.88029 0.12839 0.79990 -3.5 0.8 0.0
C -0.52405 0.13213 -0.62061 -2.1 0.4 -0.1
C 0.93023 0.56998 -0.65093 0.5 -0.4 -0.1
C 1.88300 -0.72891 -0.37956 -0.9 1.0 -1.4
S 1.59967 -1.74029 1.10483 -0.2 0.2 0.0
H -2.88975 -0.03846 0.19625 0.8 0.7 1.9
H -0.09217 -0.20753 1.30841 0.5 -0.5 1.6
H -0.64222 -0.92994 -1.04474 0.0 1.6 0.1
H -1.27913 0.94094 -1.06157 1.7 -1.9 0.1
H 1.09542 1.24191 -1.55793 0.4 -1.4 0.7
H 1.06200 1.24992 0.20550 0.1 -0.2 -0.2
H 1.86676 -1.37042 -1.29212 -0.2 0.4 0.4
H 2.87354 -0.34345 -0.32187 0.9 0.4 0.0
```
Forces are in eV/Å.

Results of the natural (NBO) charge analysis, in e, for atoms 1 through 5: number 1, O, carries -0.61; number 2, C, carries 0.57; number 3, N, carries -0.71; number 4, C, carries -0.22; number 5, C, carries -0.44

=====

| no. | LUMO energy (eV) | frontier orbital gap (Eh) | E_HOMO (eV) |
| --- | --- | --- | --- |
| 1 | -1.94 | 0.31642 | -10.55 |
| 2 | -0.22 | 0.28617 | -8.01 |
| 3 | 3.89 | 0.24785 | -2.85 |